Computed, not measured: a molecular structure, C58H50BFeN7O5S7 at a distorted geometry, with the ωB97M-V functional and the def2-TZVPD basis.

Geometry as XYZ:
```
129
Properties=species:S:1:pos:R:3
Fe 0.1536 -0.1825 0.6567
C -1.2333 -6.7577 5.0048
C -0.7738 -5.5909 4.1779
C -1.6620 -4.6032 3.7748
C -1.2306 -3.5190 3.0282
C 0.1061 -3.4267 2.6928
C 1.0052 -4.4082 3.0695
C 0.5640 -5.4864 3.8108
S 0.7809 -2.0277 1.7575
O 1.9186 -2.5990 1.0498
C 1.4157 -1.2022 3.2506
C 0.4862 -0.8775 4.2408
C 0.8301 -0.0522 5.2827
C 2.1202 0.5157 5.3506
C 2.4723 1.4520 6.3406
C 3.7389 1.9867 6.3911
C 4.6991 1.5901 5.4633
C 4.3878 0.6756 4.4846
C 3.0936 0.1264 4.3900
C 2.7234 -0.7464 3.3289
C 3.7237 -1.1791 2.3344
C 4.6395 -2.2186 2.6396
C 4.5839 -2.9304 3.8573
C 5.4171 -3.9938 4.0934
C 6.3645 -4.3759 3.1400
C 6.4486 -3.7014 1.9476
C 5.5765 -2.6371 1.6531
C 5.5710 -2.0157 0.3860
C 4.6263 -1.0731 0.0859
C 3.7228 -0.6445 1.0580
S 2.3947 0.4722 0.5352
O 2.7391 0.8045 -0.8464
C 3.0128 1.9353 1.4422
C 2.1407 2.8575 1.9901
C 2.6324 4.0344 2.5299
C 3.9916 4.3151 2.5120
C 4.5225 5.6154 3.0415
C 4.8528 3.3837 1.9469
C 4.3698 2.2028 1.4175
H -2.3175 -6.7782 5.0831
H -0.8168 -6.6963 6.0112
H -0.9000 -7.6945 4.5610
H -2.7073 -4.6872 4.0390
H -1.9302 -2.7703 2.6884
H 2.0369 -4.3160 2.7635
H 1.2623 -6.2583 4.1066
H -0.5117 -1.2854 4.1748
H 0.1052 0.1903 6.0500
H 1.7212 1.7495 7.0609
H 3.9930 2.7118 7.1533
H 5.6941 2.0120 5.5124
H 5.1380 0.3670 3.7721
H 3.8551 -2.6357 4.5987
H 5.3386 -4.5480 5.0198
H 7.0193 -5.2133 3.3429
H 7.1716 -4.0037 1.2004
H 6.2868 -2.3417 -0.3568
H 4.5349 -0.6393 -0.8997
H 1.0852 2.6490 1.9743
H 1.9504 4.7546 2.9592
H 3.9067 5.9887 3.8563
H 4.5266 6.3668 2.2503
H 5.5435 5.4927 3.3964
H 5.9133 3.5902 1.9083
H 5.0447 1.4907 0.9679
C 1.3057 -4.0035 -3.0183
N -0.0452 -4.0486 -3.5102
C -0.1623 -2.8648 -5.5654
C -1.5467 -2.0883 -3.7422
N -1.9359 -1.9564 -2.4846
B -3.3145 -1.2845 -2.1232
N -3.2006 0.2803 -2.2868
C -3.2682 0.7887 -3.5559
C -3.4685 2.1251 -3.5078
N -3.5346 2.4596 -2.1902
C -3.7740 3.7773 -1.6787
C -3.3278 1.3312 -1.4403
S -2.0809 -0.6401 0.9266
C -1.0386 -2.2319 -1.4760
S -1.3176 -3.4074 -0.3404
H 2.0377 -4.1212 -3.8306
H 1.4350 -4.8105 -2.2974
H 1.4870 -3.0498 -2.5240
H 0.4836 -3.6188 -5.9999
H -2.1150 -1.5638 -4.4973
H -3.6253 -1.5629 -1.0174
H -4.1117 -1.6424 -2.9450
H -3.1923 0.1619 -4.4191
H -3.5503 2.8559 -4.2854
H -3.6765 4.4880 -2.4995
H -3.0528 4.0047 -0.8948
H -4.7765 3.8417 -1.2461
C -0.2798 -2.0370 -7.7430
O -0.5444 -1.8335 -6.3856
C -0.5454 -2.9439 -4.2575
S -0.6543 -5.5380 -3.9295
S 0.3736 -1.2313 -1.4369
H -0.4350 -1.0828 -8.2472
H -0.9584 -2.7838 -8.1737
H 0.7533 -2.3700 -7.9040
N -1.0637 2.3617 3.9218
C -1.2161 1.6093 2.7767
O -0.2051 0.9420 2.4163
C -2.4268 1.7430 2.0633
C -2.6391 0.9971 0.8443
N -3.2564 1.5769 -0.1381
C -3.3844 2.6316 2.5269
N -4.1738 3.3310 3.0048
H -0.2880 2.1047 4.5112
H -1.8900 2.7411 4.3534
C -3.9969 8.2085 -4.1812
C -3.0740 7.0255 -4.1150
O -3.4047 5.8611 -4.2046
S -1.3748 7.5122 -3.8112
C -0.8347 6.0391 -2.9604
C -0.6799 6.0971 -1.5831
C -0.4329 4.9401 -0.8754
C -0.3445 3.7099 -1.5421
C -0.4478 3.6861 -2.9395
C -0.6906 4.8440 -3.6467
C -0.1893 2.5038 -0.8347
C -0.1016 1.4338 -0.2689
H -4.7917 8.0302 -4.9031
H -3.4488 9.1135 -4.4287
H -4.4508 8.3330 -3.1962
H -0.7707 7.0506 -1.0804
H -0.3407 4.9699 0.2019
H -0.3566 2.7422 -3.4564
H -0.7945 4.8241 -4.7215
```

## Properties
- total charge = -2
- molecular weight (g mol⁻¹) = 1216.21
- spin multiplicity = 1
- LUMO energy (spin up / spin down) (eV) = 3.25 / 3.25
- HOMO (spin up / spin down) (eV) = -0.550 / -0.545
- HOMO-LUMO gap (spin up / spin down) (eV) = 3.80 / 3.80
- DFT total energy (Ha) = -7075.49641

Mulliken population analysis, charges in e, atoms 1 to 2: 0.486, -1.612